18
Properties=species:S:1:pos:R:3:forces:R:3:lowdin_charge:R:1 method="wB97M-V/def2-TZVPD" spin_multiplicity=1 total_charge=0 e_above_lowest_kcal_mol=16.5 smiles=CCC(C)(C)C#N homo_energy_ha=-0.4074 e_tot_ev=-7889.8179 gap_ev=11.87
C -1.4315 1.7434 -0.0581 0.23 0.01 -0.09 -0.13
C 0.0031 1.1425 0.0458 0.33 -0.36 -0.06 -0.16
C 0.2612 -0.4831 0.0868 -0.22 0.32 0.00 -0.48
C 1.4065 -0.9877 1.0230 -0.11 0.25 0.02 -0.05
C 0.5026 -1.1728 -1.2916 -0.11 0.23 -0.04 -0.05
C -1.0579 -0.8854 0.5854 -1.09 -0.10 0.31 -0.23
N -2.1743 -0.9047 0.8889 0.89 -0.61 -0.05 0.17
H -2.0199 1.4175 -0.9249 0.31 -0.07 0.14 0.08
H -1.2353 2.8153 -0.1711 -0.22 -0.04 -0.08 0.07
H -2.0714 1.6333 0.8279 0.45 -0.23 -0.20 0.06
H 0.4121 1.6102 0.9551 0.22 -0.50 -0.22 0.11
H 0.5432 1.5710 -0.8065 0.23 -0.33 0.15 0.10
H 1.2883 -0.6691 2.0618 -0.07 0.14 -0.16 0.08
H 1.4641 -2.0896 1.0378 -0.30 0.42 -0.15 0.09
H 2.3868 -0.6486 0.6654 -0.28 0.15 -0.02 0.08
H 0.6157 -2.2647 -1.1856 -0.14 0.43 0.22 0.09
H -0.3242 -1.0102 -1.9862 0.07 0.14 0.06 0.08
H 1.4311 -0.8172 -1.7540 -0.19 0.14 0.17 0.08

30
Properties=species:S:1:pos:R:3:forces:R:3:lowdin_charge:R:1 method="wB97M-V/def2-TZVPD" spin_multiplicity=1 total_charge=0 e_above_lowest_kcal_mol=67.2 homo_energy_ha=-0.2916 e_tot_ev=-36203.0504 gap_ev=8.34
C 3.8941 0.6621 0.2421 -0.64 -0.78 0.27 -0.52
C -0.6889 2.1760 0.0896 2.19 1.79 -0.42 -0.04
C -1.2186 1.1856 -2.1641 0.33 2.55 -0.63 -0.07
C -1.3297 -2.0561 0.1844 -0.22 1.64 -2.37 -0.20
C -0.1141 -0.7443 1.8831 -2.96 -0.57 0.94 -0.17
C 2.5059 1.2800 0.0856 0.91 -2.48 0.61 -0.15
C 0.2977 0.1140 -0.6041 -0.01 -2.33 3.91 -0.54
N 1.5969 0.1714 0.0416 -1.05 -1.36 -1.68 -0.32
N -0.2912 1.2450 -1.0021 -1.92 2.36 -1.56 -0.23
N -0.9385 -0.7545 0.6964 2.66 1.21 -1.82 -0.15
O 4.8323 0.8153 -0.4854 -0.27 0.46 0.33 0.13
O 3.9510 -0.2532 1.2377 -1.41 -1.15 1.28 0.06
P 1.6294 -0.8940 -1.3645 0.39 1.09 -0.47 0.74
S 1.7472 -2.8161 -0.5595 0.99 -1.33 0.14 0.37
H -1.1568 3.1734 -0.3144 0.92 -2.15 0.57 0.12
H -1.3364 1.6409 0.7369 -0.91 -0.21 0.74 0.05
H 0.2784 2.4657 0.7073 -2.04 -0.47 -1.24 0.11
H -0.6204 0.6217 -2.9300 -1.39 0.40 0.39 0.09
H -2.3053 0.9770 -2.0202 0.96 -1.23 0.41 0.08
H -1.4220 2.2906 -2.5253 1.23 -1.84 0.38 0.10
H -0.6628 -2.8844 0.2790 0.39 -0.74 1.03 -0.01
H -2.3667 -2.2445 0.5047 0.40 -0.36 -0.29 0.08
H -1.2434 -1.8934 -0.9412 -1.02 -0.49 1.02 0.08
H -0.1937 -1.7389 2.3657 -0.13 0.68 0.42 0.09
H 0.8964 -0.5945 1.6784 1.76 0.21 -0.21 0.00
H -0.4851 0.1282 2.4733 0.45 -0.87 0.32 0.09
H 2.4778 1.8753 -0.7214 0.06 1.90 -3.46 0.09
H 2.2184 1.9055 0.8399 -0.27 1.49 2.66 0.09
H 3.0547 -0.5993 1.6406 2.19 1.51 -1.55 0.16
H 3.0157 -3.2477 -1.0597 -1.62 1.07 0.31 -0.12

92
Properties=species:S:1:pos:R:3:forces:R:3:lowdin_charge:R:1 method="wB97M-V/def2-TZVPD" s2=0.754 spin_multiplicity=2 total_charge=0 e_above_lowest_kcal_mol=0.0 homo_energy_ha="-0.3125 / -0.3540" e_tot_ev=-65566.0053 gap_ev="6.82 / 7.95"
C 3.2964 -2.5537 -3.7537 -0.28 0.61 -0.29 -0.07
C 4.2719 -1.5711 -4.3700 0.27 0.07 -0.03 -0.26
O 3.9470 -0.2152 -4.1121 -0.06 -0.04 0.15 -0.14
C 2.9273 0.3261 -4.9246 0.17 -0.07 0.04 -0.20
C 1.9392 1.0459 -4.0363 0.41 0.17 -0.24 -0.08
C 0.8691 1.8316 -4.7625 -0.42 -0.13 0.64 -0.35
O 1.5744 2.8725 -5.5632 -0.05 0.17 -0.21 0.05
C 1.7625 2.6337 -6.8093 0.39 -0.49 -1.73 -0.38
N 1.9491 2.4119 -7.9429 -0.31 0.42 1.73 0.17
C -0.0064 0.9874 -5.6595 0.16 -0.19 -0.06 -0.06
C -1.0262 0.0950 -4.9372 -0.73 0.06 -0.32 -0.46
C -0.4807 -1.2787 -4.6133 -0.10 0.04 0.34 -0.03
C -2.1974 -0.1315 -5.8962 0.00 0.09 0.17 -0.02
N -1.5538 0.7584 -3.6988 1.06 0.15 0.14 -0.10
O -1.2858 0.1704 -2.5934 -0.25 -0.07 -0.04 0.00
C -1.4282 2.2442 -3.6349 -0.62 0.11 0.26 -0.47
C -1.9781 2.7211 -2.2913 0.13 0.16 -0.35 -0.03
C -2.2750 2.9362 -4.6950 0.16 -0.05 -0.07 -0.02
C 0.0437 2.6204 -3.7341 0.29 -0.13 -0.24 -0.03
H 2.8886 -2.0757 -2.8713 -0.03 -0.15 0.42 0.08
H 2.4685 -2.7446 -4.4271 -0.23 -0.21 -0.12 0.06
H 3.7905 -3.4750 -3.4901 0.04 -0.28 0.06 0.05
H 4.3604 -1.7228 -5.4444 0.07 -0.08 -0.25 0.12
H 5.2537 -1.7142 -3.9388 0.25 -0.01 0.13 0.11
H 3.3839 1.0182 -5.6278 0.07 0.17 -0.20 0.12
H 2.4416 -0.4458 -5.5164 -0.11 -0.29 -0.05 0.12
H 2.4982 1.7559 -3.4353 0.16 0.14 0.20 0.14
H 1.4895 0.3439 -3.3434 -0.25 -0.09 0.14 0.12
H 0.6100 0.3255 -6.2540 0.15 -0.10 -0.27 0.12
H -0.5260 1.6199 -6.3656 -0.06 0.26 -0.16 0.12
H -0.2227 -1.7763 -5.5391 0.21 -0.06 -0.23 0.10
H -1.2557 -1.8604 -4.1333 -0.14 -0.18 0.16 0.09
H 0.3643 -1.2576 -3.9424 0.26 -0.04 0.09 0.06
H -1.8403 -0.6473 -6.7782 0.05 -0.13 -0.27 0.09
H -2.6570 0.7961 -6.2054 -0.14 0.15 -0.09 0.07
H -2.9493 -0.7409 -5.4113 -0.19 -0.18 0.07 0.09
H -2.1656 3.7859 -2.3822 0.00 0.25 0.10 0.09
H -2.9235 2.2378 -2.0869 -0.19 -0.20 0.16 0.09
H -1.2872 2.5776 -1.4764 0.07 -0.23 0.25 0.07
H -2.0655 2.6212 -5.7050 -0.08 -0.02 -0.22 0.06
H -3.3257 2.8086 -4.4695 -0.29 -0.17 -0.10 0.10
H -2.0616 3.9958 -4.6442 0.04 0.30 0.00 0.09
H 0.1337 3.6726 -3.9696 -0.05 0.30 -0.02 0.14
H 0.4927 2.4780 -2.7607 0.13 -0.05 0.28 0.12
C 5.2412 -4.6946 1.7040 -0.01 0.00 0.02 0.02
C 5.2186 -3.8669 0.6643 0.01 -0.02 0.00 0.03
C 5.4554 -4.3625 -0.7149 -0.01 0.05 0.09 -0.37
O 5.4334 -3.6047 -1.6600 0.06 -0.02 -0.09 0.10
C 5.7171 -5.8138 -0.8905 0.00 -0.01 0.01 0.02
C 5.7395 -6.6405 0.1509 0.00 0.01 -0.01 0.02
C 5.5022 -6.1461 1.5321 0.00 0.03 -0.02 -0.39
O 5.5208 -6.8984 2.4813 0.00 -0.03 0.01 0.11
H 5.0725 -4.3578 2.7176 0.00 0.00 0.06 0.12
H 5.0316 -2.8053 0.7669 0.00 -0.01 -0.03 0.12
H 5.8863 -6.1498 -1.9056 0.00 0.02 -0.01 0.12
H 5.9284 -7.7015 0.0495 0.00 -0.01 0.02 0.12
C -3.8539 4.6444 1.5482 -0.01 -0.01 0.04 0.02
C -4.9160 4.3426 2.2866 -0.03 0.02 -0.02 0.02
C -4.9997 3.0499 3.0079 -0.03 -0.02 0.04 -0.39
O -5.9664 2.7749 3.6878 0.00 -0.01 0.05 0.10
C -3.8608 2.1079 2.8795 0.04 0.08 -0.18 0.01
C -2.7923 2.4117 2.1453 -0.02 0.07 -0.02 0.03
C -2.7064 3.7069 1.4216 -0.11 0.12 -0.05 -0.38
O -1.7515 4.0124 0.7402 0.11 -0.16 0.06 0.10
H -3.7662 5.5790 1.0088 0.04 -0.01 -0.01 0.12
H -5.7608 5.0104 2.3974 -0.02 -0.02 0.01 0.12
H -3.9589 1.1772 3.4173 0.04 -0.05 0.02 0.11
H -1.9477 1.7431 2.0391 0.01 0.00 -0.01 0.13
C -4.1622 2.3978 6.8486 -0.01 0.00 0.01 0.02
C -4.9368 2.4928 7.9246 0.01 0.00 -0.01 0.03
C -5.0656 1.3638 8.8826 0.02 -0.01 -0.02 -0.38
O -5.7711 1.4510 9.8626 -0.02 0.00 0.03 0.11
C -4.2963 0.1270 8.5908 0.00 0.02 -0.02 0.03
C -3.5224 0.0306 7.5131 0.01 -0.04 -0.03 0.03
C -3.3952 1.1610 6.5623 -0.05 0.06 -0.02 -0.37
O -2.6869 1.0843 5.5751 0.05 -0.05 0.12 0.07
H -4.0556 3.2054 6.1359 0.01 -0.02 -0.02 0.12
H -5.5075 3.3831 8.1550 -0.02 -0.01 0.02 0.12
H -4.4038 -0.6818 9.3021 -0.01 0.01 0.01 0.13
H -2.9512 -0.8620 7.2877 0.03 0.02 0.01 0.10
C 1.2994 -0.6087 5.4541 0.01 -0.04 0.02 0.03
C 0.1848 -0.8249 6.1478 0.01 -0.01 0.00 0.03
C -0.0025 -2.0771 6.9244 0.04 -0.01 0.00 -0.37
O -1.0187 -2.2866 7.5538 -0.08 0.04 0.00 0.10
C 1.0975 -3.0730 6.9093 0.01 0.01 -0.01 0.02
C 2.2113 -2.8541 6.2185 0.02 0.01 0.00 0.02
C 2.3996 -1.6071 5.4318 -0.02 -0.02 0.02 -0.39
O 3.4133 -1.4175 4.7958 0.02 0.00 -0.04 0.10
H 1.4596 0.2920 4.8754 0.02 0.00 0.00 0.12
H -0.6323 -0.1142 6.1688 -0.03 -0.02 -0.03 0.10
H 0.9364 -3.9737 7.4877 -0.03 0.01 0.01 0.12
H 3.0286 -3.5632 6.1949 0.03 0.01 -0.03 0.12

29
Properties=species:S:1:pos:R:3:forces:R:3:lowdin_charge:R:1 method="wB97M-V/def2-TZVPD" spin_multiplicity=1 total_charge=0 e_above_lowest_kcal_mol=81.0 homo_energy_ha="-0.3052 / -0.3052" e_tot_ev=-34238.1410 gap_ev="4.96 / 4.97"
C -3.6415 1.8813 -0.0488 2.06 1.12 1.22 -0.16
C -3.4358 0.8260 0.7903 -0.81 0.71 0.97 -0.19
C -3.8610 0.2037 -1.2439 -1.45 -3.25 -0.84 -0.26
C 3.0981 -2.0282 -0.8107 0.57 1.09 0.66 -0.09
C 1.1926 1.9340 0.0368 2.92 0.39 -0.82 -0.11
C 3.0007 -0.9190 0.2995 1.66 -2.53 1.46 -0.23
C 0.3993 0.7814 -0.5102 -2.42 0.11 1.77 -0.29
C 1.6814 -0.8759 1.1263 1.72 3.91 -0.48 -0.27
C 0.3807 -0.4489 0.4215 -1.33 -0.75 0.71 -0.70
N -3.8474 1.4773 -1.3432 -0.20 0.12 -0.06 0.08
N -3.6715 -0.2855 0.0499 0.19 -0.72 -0.60 -0.56
S -0.2654 -1.9526 -0.3900 -1.53 0.26 0.27 0.69
S -3.5564 -1.9010 0.5209 1.68 0.97 -0.85 0.69
H -3.3095 2.8892 0.2076 -0.75 -0.12 -0.23 0.10
H -3.3469 0.7462 1.8608 0.30 0.18 -0.03 0.11
H -4.2146 -0.5951 -1.9325 0.68 1.10 -0.04 0.13
H 2.0860 -2.0516 -1.0598 -1.87 -0.72 -1.27 -0.04
H 3.6324 -1.6847 -1.6961 0.15 -0.04 0.11 0.07
H 3.4050 -3.0630 -0.5718 -0.01 0.78 0.43 0.09
H 2.1622 1.9497 -0.5493 -0.59 0.12 1.03 0.08
H 1.4295 1.8079 1.1061 -0.09 0.09 -0.46 0.08
H 0.8306 2.9551 -0.1038 -0.63 -0.36 -0.08 0.07
H 3.8179 -1.1448 1.0847 -1.12 0.42 -1.05 0.13
H 3.2664 0.0630 -0.0634 -0.24 0.19 -0.35 0.08
H -0.6209 1.1287 -0.3542 -0.52 -0.08 -0.76 0.08
H 0.4807 0.5276 -1.5570 0.51 0.00 -0.15 0.10
H 1.3583 -1.7282 1.5931 0.28 -2.39 1.50 0.05
H 2.0564 -0.0951 1.8765 -1.38 -0.97 -0.44 0.12
H -0.5074 -0.3977 1.2606 2.20 0.38 -1.65 0.14